(1)
{"formula": "C3H9NS", "method": "ωB97M-V/def2-TZVPD", "homo_lumo_gap_ev": 9.626, "homo_energy_ev": -8.66, "smiles": "NCCCS", "de_lowest_ev": 0.363, "elements": ["N", "C", "C", "C", "S", "H", "H", "H", "H", "H", "H", "H", "H", "H"], "coordinates": [[-0.865, 0.994, -0.909], [-0.399, -0.407, -0.967], [-0.054, -0.938, 0.427], [0.699, 0.023, 1.311], [2.120, 0.727, 0.530], [-1.778, 1.042, -0.439], [-0.989, 1.478, -1.822], [0.509, -0.552, -1.477], [-1.136, -1.124, -1.468], [0.470, -1.893, 0.332], [-0.952, -1.152, 0.996], [1.004, -0.432, 2.255], [0.003, 0.830, 1.591], [1.367, 1.403, -0.358]]}


(2)
{"formula": "C5H10O2", "method": "ωB97M-V/def2-TZVPD", "homo_lumo_gap_ev": 10.391, "homo_energy_ev": -9.52, "smiles": "C=C1COC1.[H][H].C=O", "de_lowest_ev": 4.663, "elements": ["C", "C", "C", "O", "C", "H", "H", "H", "H", "H", "H", "H", "H", "C", "O", "H", "H"], "coordinates": [[-0.240, -1.880, 0.069], [-0.828, -0.693, 0.109], [-1.653, 0.158, -0.826], [-1.704, 1.210, 0.152], [-0.946, 0.434, 1.105], [0.312, -2.262, 0.924], [-0.303, -2.517, -0.810], [-2.651, -0.233, -1.066], [-1.158, 0.477, -1.753], [-0.001, 0.919, 1.381], [-1.530, 0.213, 2.007], [1.033, 2.508, -0.557], [0.294, 2.409, -0.553], [2.341, -0.190, -0.051], [2.394, 0.360, 1.021], [2.744, -1.209, -0.210], [1.894, 0.293, -0.941]]}


(3)
{"formula": "CH7N2O", "method": "ωB97M-V/def2-TZVPD", "homo_lumo_gap_ev": 6.963, "homo_energy_ev": -1.95, "charge": -1, "de_lowest_ev": 0.989, "elements": ["O", "H", "N", "C", "N", "H", "H", "H", "H", "H", "H"], "coordinates": [[2.586, -1.272, -0.318], [2.211, -0.571, -0.852], [0.294, 0.240, 0.099], [-1.082, -0.019, -0.073], [-2.057, 1.046, 0.409], [0.477, 1.166, -0.293], [1.767, -1.147, 0.233], [-1.430, -0.206, -1.106], [-1.442, -0.875, 0.510], [-1.815, 1.319, 1.332], [-2.213, 1.750, -0.286]]}


(4)
{"formula": "CH6OSi", "method": "ωB97M-V/def2-TZVPD", "homo_lumo_gap_ev": 11.470, "homo_energy_ev": -10.60, "smiles": "CO[SiH3]", "de_lowest_ev": 1.093, "elements": ["C", "O", "Si", "H", "H", "H", "H", "H", "H"], "coordinates": [[1.442, 0.195, 0.053], [0.130, 0.435, 0.447], [-1.303, -0.186, 0.035], [2.150, 0.341, 0.939], [1.708, 0.903, -0.735], [1.575, -0.808, -0.503], [-2.222, 0.843, 0.730], [-1.813, -1.458, 0.508], [-1.668, -0.265, -1.475]]}